Computed, not measured: BCd3H20O16P2 as an isolated structure in a non-equilibrium geometry, with ωB97M-V/def2-TZVPD.

The geometry in XYZ format:
```
42
Properties=species:S:1:pos:R:3:mulliken_spin:R:1
H -2.80 -1.46 -0.42 0.031
P 3.20 -2.20 0.82 0.013
H -3.51 0.88 1.88 -0.006
O 1.27 -0.83 -3.47 -0.020
H -1.28 0.05 2.76 -0.002
H -2.31 0.41 1.08 0.018
O 4.34 -3.21 0.90 0.004
O -0.62 3.41 0.45 -0.201
O 0.79 2.49 -3.03 -0.166
O -0.41 -0.15 3.12 0.010
O 1.16 -1.82 3.96 0.001
O 1.18 0.94 -0.83 0.412
H 1.55 2.52 1.27 0.005
O -2.81 0.23 1.88 0.012
H 0.14 -0.30 2.35 0.004
O 2.56 -1.69 -0.47 -0.011
H 0.86 2.07 -2.18 -0.048
O 3.23 -1.07 1.82 0.003
Cd 0.74 -2.41 -0.20 -0.363
H 1.16 3.36 -2.90 0.009
H 2.76 2.35 2.15 0.003
H 1.73 -1.66 3.20 0.001
H -3.37 -3.06 -0.56 0.030
O 2.17 1.86 1.58 -0.041
O -1.32 0.84 -0.19 -0.583
H 1.56 -0.10 -2.92 0.008
H -2.32 2.52 -3.23 0.514
H 0.63 -1.29 -2.93 0.007
O 2.07 -3.22 1.00 -0.001
O -0.23 -1.00 -1.30 -0.943
O -1.86 1.86 -2.72 -2.116
Cd -2.09 -0.21 -1.70 4.145
H -0.59 2.49 0.21 -0.024
H -0.97 2.19 -2.65 0.245
O 0.65 -0.63 0.82 0.139
H -3.71 -1.86 -1.90 0.036
H -2.16 -2.56 -1.69 0.034
P 0.02 0.17 -0.33 -0.582
H 0.40 -1.26 3.80 -0.001
B -3.03 -2.22 -1.15 -0.021
H -1.25 3.46 1.17 0.008
Cd 2.48 0.15 0.53 0.438
```

total energy	-2426.65161	hartree
2S+1	2
net charge	-2
⟨S²⟩	0.751